[1]
A structure of composition C3H4S2 at a distorted geometry. Source: the Open Molecules 2025 dataset; level of theory: ωB97M-V/def2-TZVPD.

Calculated values
- DFT total energy (hartree) = -912.96178
- highest occupied orbital energy (eV) = -8.5
- LUMO energy (eV) = -0.59
- ΔE to the lowest compared entry with this formula, charge and spin (kJ/mol) = 259.1
- 2S+1 = 1

Each line ends with the Mulliken charge.
Positions of all 9 atoms, in Å:
C: -1.124 2.764 -0.474  -0.52
H: -2.154 3.315 -0.270  0.19
H: -0.145 -0.514 1.855  0.31
H: -2.122 0.947 0.708  0.31
S: 1.155 -2.051 0.326  -0.24
H: -0.281 3.448 -1.074  0.25
C: -1.318 1.388 -0.063  -0.14
S: -0.034 0.362 -0.519  -0.01
C: 0.237 -0.849 0.850  -0.14

***

[2]
A cluster of 14 separate species, C34H72O26S8 in total at a distorted geometry. Source: the Open Molecules 2025 dataset; level of theory: ωB97M-V/def2-TZVPD.

Calculated values
- charge = +1
- DFT total energy (hartree) = -6479.81575
- highest occupied orbital energy (spin up / spin down) (eV) = -10.5 / -10.5
- LUMO energy (spin up / spin down) (eV) = -2.26 / -6.90
- <S²> = 0.758
- 2S+1 = 2

Each line ends with the Löwdin spin population.
Positions of all 140 atoms, in Å:
O: -1.288 3.562 -3.785  0.00
C: -2.302 2.660 -3.838  0.00
H: 6.984 -0.772 -2.113  0.00
H: 1.270 -1.403 -0.412  0.00
H: 3.827 0.217 1.890  0.00
O: 0.178 7.178 0.846  0.00
H: 0.509 -4.110 0.012  0.00
H: -1.133 1.084 6.610  0.00
H: -1.841 3.033 4.937  0.00
H: 5.242 0.105 -4.040  0.00
C: 2.457 -4.957 -0.152  0.00
O: -3.614 -3.702 -1.161  0.00
H: -7.243 0.403 0.210  0.00
O: 0.624 -0.259 -7.758  0.00
H: 2.481 -5.394 -1.150  0.00
S: -0.113 0.265 -6.519  0.00
O: -1.426 -2.921 5.471  0.57
C: 3.003 5.554 -0.300  0.00
H: -3.305 2.773 3.983  0.00
H: 0.347 -6.655 -4.457  0.00
O: -0.996 -4.320 -4.191  0.00
H: -0.287 -1.974 -5.809  0.00
H: 5.867 -0.273 -0.884  0.00
C: -2.421 -3.750 -0.474  0.00
O: 1.499 5.872 -2.467  0.00
H: -1.813 2.464 7.382  0.00
H: -2.129 5.300 -3.599  0.00
H: 6.655 -1.087 4.343  0.00
H: 1.948 1.397 5.746  0.00
H: -1.467 3.264 1.118  0.00
H: 1.716 1.231 -5.339  0.00
H: -2.641 -1.007 3.628  0.01
H: -3.345 4.865 -0.062  0.00
S: 4.284 -1.402 3.714  0.00
H: -1.102 5.307 -5.016  0.00
C: -4.244 1.195 -0.515  0.00
C: 1.068 -4.975 0.370  0.00
H: 4.341 -1.371 1.239  0.00
H: -0.276 -0.190 4.439  0.01
O: -2.304 -4.872 0.159  0.00
C: -2.257 4.903 0.005  0.00
H: -0.502 -0.947 -1.950  0.00
C: 4.384 0.069 -3.369  0.00
S: 4.642 -1.587 -2.632  0.00
H: -1.535 -1.328 2.231  0.00
H: -1.934 1.612 3.843  0.00
O: -1.630 6.180 -0.093  0.00
C: -2.492 2.271 4.508  0.00
O: -0.556 1.082 1.736  0.00
H: 2.678 -1.050 1.970  0.00
H: 6.219 -1.933 -0.872  0.00
H: 6.154 -0.736 2.680  0.00
C: -0.145 -0.052 -1.442  0.00
H: -4.724 -5.363 -1.847  0.00
C: -4.375 -4.898 -0.926  0.00
O: 2.563 -5.902 3.182  0.00
C: -2.876 4.156 -5.386  0.00
H: -5.211 -4.662 -0.268  0.00
H: 2.055 -0.007 -1.249  0.00
H: 5.827 0.487 3.883  0.00
H: -2.286 -5.691 -3.191  0.00
H: 0.618 0.493 -4.284  0.00
H: 0.749 2.442 6.501  0.00
H: -2.978 -2.304 2.558  0.00
H: 3.379 3.351 3.244  0.00
O: -0.943 0.221 -0.246  0.00
H: -4.966 1.225 -1.331  0.00
H: -2.356 0.857 7.965  0.00
O: -4.484 2.066 6.474  0.01
O: 1.236 -4.835 1.728  0.00
H: 2.827 -3.943 -0.306  0.00
H: -0.321 0.867 -2.001  0.00
O: 3.085 -5.710 0.885  0.00
S: -0.863 -2.529 4.083  0.28
H: -1.504 -1.005 -4.903  0.00
H: 3.442 6.548 -0.389  0.00
O: 0.646 -2.942 -3.395  0.00
C: 1.546 2.410 5.759  0.00
H: -1.781 -6.132 -4.850  0.00
H: 1.183 3.376 -1.317  0.00
C: 1.153 0.305 -5.215  0.00
C: -2.150 -1.765 3.017  0.06
C: -6.334 -0.088 0.558  0.00
O: -3.201 2.930 -4.741  0.00
O: 0.603 -5.265 -2.967  0.00
H: -1.868 -1.441 -6.578  0.00
C: 2.621 2.576 3.128  0.00
C: -0.693 6.301 0.872  0.00
H: 0.827 -0.859 3.227  0.00
S: -3.331 1.277 5.846  0.00
H: 2.319 2.461 2.087  0.00
H: -1.821 4.390 -0.852  0.00
H: -3.848 -6.322 0.523  0.00
C: -0.156 0.669 0.702  0.00
C: 2.352 -5.474 2.078  0.00
O: 1.052 4.493 4.160  0.00
O: 1.101 0.462 0.396  0.00
H: -3.736 0.231 -0.550  0.00
S: -5.098 1.266 1.045  0.00
S: 2.732 5.041 -2.052  0.00
S: 1.092 2.974 4.043  0.00
H: -6.498 -0.728 1.424  0.00
H: -2.950 -6.450 -0.990  0.00
C: -1.064 -1.213 -5.878  0.00
H: -2.567 4.100 -6.430  0.00
H: -0.383 -7.062 -2.848  0.00
H: 0.549 -5.843 -0.036  0.00
H: -3.674 4.890 -5.281  0.00
H: -6.105 -0.793 -0.242  0.00
H: 2.112 2.855 -2.855  0.00
H: -2.574 4.275 2.085  0.00
C: 0.297 -1.073 4.155  0.05
O: -1.689 -2.802 -0.322  0.00
H: 1.760 -0.598 -5.151  0.00
C: -1.474 -5.657 -3.918  0.00
H: 2.057 5.410 0.222  0.00
O: 3.497 -1.921 -1.719  0.00
H: 3.518 0.033 -4.030  0.00
C: 1.159 -0.372 -0.746  0.00
C: -1.813 4.702 -4.454  0.00
C: -1.762 4.286 1.357  0.00
C: 2.126 3.293 -1.857  0.00
C: 5.903 -0.590 3.730  0.00
C: -3.377 -5.747 -0.275  0.00
H: 2.824 2.765 -1.208  0.00
O: -2.396 1.683 -3.097  0.00
C: -2.042 1.437 7.097  0.00
O: 3.473 -0.647 4.784  0.00
H: 3.785 4.941 0.148  0.00
C: 0.165 -4.044 -3.521  0.00
O: -4.158 0.459 1.987  0.00
H: -3.459 1.949 -0.554  0.00
H: 2.382 2.825 6.322  0.00
H: 0.917 -1.373 5.000  0.00
C: 6.103 -1.096 -1.560  0.00
O: -0.686 5.170 1.681  0.00
H: 3.025 1.612 3.438  0.00
C: 3.751 -0.865 2.004  0.00
C: -0.148 -6.274 -3.563  0.00
H: 4.279 0.902 -2.674  0.00